{"formula": "C36H33Cl3CoN6O2S3", "method": "ωB97M-V/def2-TZVPD", "charge": 3, "e_tot_ha": -5827.55770, "spin_multiplicity": 5, "s_squared": 6.08, "gap_ev": [6.063, 3.934], "homo_ev": [-14.46, -14.55], "relative_energy_kj_mol": 374.4, "max_force_ev_per_a": 1.61, "symbols": ["Co", "C", "C", "N", "N", "C", "N", "S", "C", "C", "C", "C", "C", "N", "H", "H", "H", "H", "H", "H", "H", "H", "H", "H", "Cl", "C", "C", "C", "C", "C", "C", "N", "C", "C", "N", "C", "O", "C", "C", "C", "Cl", "S", "C", "C", "C", "Cl", "C", "H", "H", "H", "H", "H", "H", "H", "H", "H", "H", "H", "H", "H", "O", "S", "C", "C", "C", "C", "C", "C", "C", "C", "C", "C", "C", "C", "H", "H", "H", "H", "H", "H", "H", "H", "H", "H"], "xyz": [[-1.340245, -0.079786, -3.084792], [-4.772736, 0.553812, -5.373104], [-3.628556, 0.529128, -4.427576], [-2.742176, -0.402642, -4.294333], [-2.779036, -1.572698, -4.989136], [-1.866576, -2.521457, -4.669599], [-1.967493, -3.704407, -5.243229], [-0.635801, -2.178850, -3.537675], [-3.370007, 1.634972, -3.474622], [-4.270112, 2.626810, -3.112567], [-3.961548, 3.449755, -1.994814], [-2.780337, 3.328535, -1.349698], [-1.710036, 2.438898, -1.887165], [-2.191923, 1.496596, -2.869019], [-4.809925, -0.300755, -6.042047], [-4.717604, 1.458747, -5.981759], [-5.714038, 0.594063, -4.820466], [-3.498829, -1.735537, -5.677934], [-2.688046, -3.927991, -5.913212], [-1.283267, -4.414787, -5.034935], [-5.220875, 2.725939, -3.616799], [-4.695906, 4.170423, -1.661077], [-2.537313, 3.955413, -0.501229], [-0.970832, 3.102493, -2.375060], [-3.679110, -1.102192, 5.188614], [-2.537874, -0.180853, 4.300503], [-2.960604, 0.846220, 3.468006], [-2.019972, 1.614685, 2.806884], [-0.652247, 1.380747, 2.921259], [0.348623, 2.370932, 2.371691], [0.013777, 3.015666, 0.997852], [0.187088, 2.258573, -0.229763], [1.366689, 1.849118, -0.766751], [1.113345, 0.874660, -1.719651], [-0.190365, 0.597197, -1.793211], [-0.872920, 1.542685, -0.903979], [0.356177, 3.498872, 3.263499], [1.595185, 3.920295, 3.795923], [1.948459, 3.157357, 5.047057], [3.213057, 2.627612, 5.368917], [4.603596, 2.762696, 4.455539], [3.238121, 1.790940, 6.898465], [1.583816, 2.131156, 7.088232], [1.028750, 2.861965, 6.037702], [-0.257795, 0.320310, 3.748746], [1.410227, -0.057149, 4.028243], [-1.183143, -0.448558, 4.434243], [-4.015967, 1.054128, 3.359638], [-2.371308, 2.439257, 2.197524], [1.330419, 1.892093, 2.320819], [0.647980, 3.902659, 0.944468], [-1.017031, 3.364221, 1.032661], [2.308241, 2.283187, -0.472096], [1.840837, 0.383954, -2.347822], [-1.553929, 1.044773, -0.202999], [1.447321, 4.968627, 4.063485], [2.400406, 3.869073, 3.056290], [1.066561, 1.786939, 7.974090], [-0.004823, 3.175398, 5.993399], [-0.851276, -1.242583, 5.089420], [0.677570, -1.357876, 0.281071], [1.151239, -2.216897, -0.829844], [1.292925, -3.897123, -0.200456], [1.691862, -4.910436, -1.061079], [1.788747, -6.202379, -0.567964], [1.450011, -6.468419, 0.752965], [1.028263, -5.446864, 1.591916], [0.933236, -4.148215, 1.110996], [2.891719, -1.805357, -1.100590], [3.511821, -0.942069, -0.213495], [4.825639, -0.561085, -0.449176], [5.497004, -1.028175, -1.571640], [4.864548, -1.897927, -2.449161], [3.549889, -2.283090, -2.224485], [1.922916, -4.703471, -2.098382], [2.115354, -7.003524, -1.217143], [1.483092, -7.486635, 1.116717], [0.760117, -5.667173, 2.616441], [0.590049, -3.334607, 1.737097], [2.960690, -0.594119, 0.649717], [5.328437, 0.098555, 0.247245], [6.510982, -0.707412, -1.769205], [5.394512, -2.271556, -3.315062], [3.052289, -2.945478, -2.921535]], "forces_ev_per_a": [[0.611, -1.429, -0.430], [-0.085, 0.041, 0.092], [0.059, -0.355, -0.152], [-0.658, 0.135, -0.463], [-0.184, -0.170, -0.284], [0.251, 0.155, 0.172], [-0.090, 0.145, -0.124], [0.019, -0.097, 0.057], [0.569, -0.044, 0.322], [-0.076, 0.173, -0.008], [-0.162, 0.056, -0.009], [0.209, -0.082, -0.040], [0.024, -0.011, 0.235], [-1.102, 1.144, 0.037], [-0.022, 0.020, -0.026], [0.010, -0.016, -0.020], [-0.003, -0.034, -0.011], [-0.086, 0.053, 0.030], [0.017, -0.068, 0.000], [0.019, -0.010, 0.007], [0.021, 0.013, -0.028], [-0.015, -0.040, 0.037], [-0.069, 0.046, -0.038], [0.044, -0.092, -0.050], [-0.046, -0.068, 0.002], [0.143, 0.171, -0.164], [-0.115, -0.047, 0.021], [0.067, -0.046, -0.142], [0.188, -0.073, 0.181], [-0.081, -0.166, -0.363], [0.074, 0.249, 0.199], [0.140, -0.488, 0.207], [-0.038, 0.173, 0.101], [-0.259, -0.095, -0.106], [0.875, 0.723, 0.689], [-0.455, 0.105, -0.239], [0.061, -0.069, 0.135], [-0.105, 0.000, -0.199], [-0.708, 0.025, -0.041], [0.598, -0.174, 0.268], [-0.300, -0.036, 0.164], [-0.043, 0.073, -0.182], [0.205, -0.161, 0.218], [0.113, 0.281, -0.454], [-0.441, 0.264, -0.100], [0.318, -0.006, -0.121], [0.001, -0.104, 0.081], [-0.002, 0.000, 0.039], [-0.026, -0.003, 0.073], [0.047, 0.117, 0.007], [-0.050, 0.014, -0.126], [0.084, 0.104, -0.018], [0.033, -0.090, 0.010], [0.034, -0.016, 0.050], [0.140, -0.088, 0.051], [0.146, 0.029, 0.003], [0.006, -0.031, 0.052], [-0.004, 0.015, 0.001], [-0.018, -0.083, 0.062], [-0.003, -0.019, -0.045], [-0.222, 0.384, 0.582], [0.421, -0.455, -0.322], [0.002, 0.239, -0.142], [0.022, -0.060, 0.092], [-0.062, 0.037, -0.068], [-0.052, -0.049, 0.014], [-0.062, -0.079, -0.081], [0.107, 0.103, 0.086], [-0.215, -0.179, 0.125], [0.041, -0.089, 0.045], [-0.023, 0.055, -0.012], [0.006, 0.030, 0.031], [-0.021, -0.006, -0.076], [0.046, 0.056, 0.007], [0.044, -0.013, 0.013], [-0.025, -0.009, 0.002], [0.098, 0.022, 0.042], [-0.019, 0.016, -0.006], [0.047, 0.014, -0.004], [-0.035, 0.002, 0.077], [0.008, 0.002, -0.034], [0.020, -0.059, 0.037], [-0.012, 0.014, -0.009], [0.003, 0.013, -0.017]]}

{"formula": "C5H8FO4Pb", "method": "ωB97M-V/def2-TZVPD", "e_tot_ha": -788.94016, "spin_multiplicity": 2, "s_squared": 0.75, "gap_ev": [5.826, 9.274], "homo_ev": [-5.36, -9.05], "max_force_ev_per_a": 2.82, "symbols": ["C", "O", "Pb", "C", "H", "H", "H", "H", "H", "C", "O", "C", "C", "O", "O", "F", "H", "H", "H"], "xyz": [[-1.453645, 0.106153, 2.214976], [-1.276970, -0.339381, 0.914733], [-1.897181, -1.722562, -0.438493], [-2.160140, 1.452853, 2.298838], [-2.023936, -0.631237, 2.816942], [-0.463708, 0.196859, 2.712128], [-2.195849, 1.812271, 3.338401], [-1.637368, 2.209511, 1.694344], [-3.193875, 1.366728, 1.930988], [0.779367, -2.120991, 0.628842], [0.909366, -3.251207, 1.344048], [1.817053, -3.057645, 2.395807], [2.025095, -1.547764, 2.402887], [1.531004, -1.152508, 1.121449], [0.322761, -2.116822, -0.506571], [2.974439, -3.721246, 2.087917], [1.409054, -3.488816, 3.315372], [1.418341, -1.063731, 3.177072], [3.079301, -1.271185, 2.491482]], "forces_ev_per_a": [[-0.046, -0.296, 0.474], [0.658, 1.412, 1.007], [-2.373, -0.894, -1.180], [-0.123, 0.211, -0.071], [0.088, 0.150, -0.083], [-0.188, 0.052, -0.125], [-0.002, -0.123, -0.229], [-0.139, -0.273, 0.136], [0.297, 0.047, 0.062], [1.973, -0.500, -1.946], [-0.732, -0.025, 0.282], [0.054, 0.011, 0.312], [-0.056, 0.017, 0.315], [-0.389, 0.261, 0.187], [1.064, -0.096, 1.283], [-0.145, 0.110, 0.014], [0.122, 0.077, -0.223], [0.194, -0.070, -0.147], [-0.259, -0.071, -0.068]]}

{"formula": "C6H5IS", "method": "ωB97M-V/def2-TZVPD", "e_tot_ha": -927.41541, "smiles": "I/C=C/c1cccs1", "gap_ev": [7.437, 7.437], "homo_ev": [-7.79, -7.79], "relative_energy_kj_mol": 78.8, "max_force_ev_per_a": 6.80, "symbols": ["C", "C", "C", "C", "C", "C", "S", "I", "H", "H", "H", "H", "H"], "xyz": [[-0.162089, 2.162649, 0.472877], [-0.338836, 1.013084, -0.362204], [0.693626, 1.912027, 1.522081], [0.269039, -0.080971, 0.203364], [0.285527, -1.450353, -0.226506], [-0.587478, -2.192860, -1.284993], [1.310085, 0.321082, 1.591668], [-0.307020, -4.262011, -1.593436], [-0.686940, 2.986303, 0.319380], [-0.886826, 0.970133, -1.342058], [0.972907, 2.602262, 2.257710], [0.750421, -2.158002, 0.519403], [-1.312415, -1.823344, -2.077286]], "forces_ev_per_a": [[2.348, -4.229, 0.553], [-0.143, -0.168, 0.190], [-0.611, -0.008, -1.027], [0.814, -0.287, -0.684], [-3.866, -4.581, -3.210], [3.050, 2.890, 3.213], [-1.603, 0.201, -1.179], [-0.017, 0.647, 0.303], [-1.839, 3.843, -0.514], [0.463, 0.067, 1.358], [0.345, 0.861, 0.887], [-0.206, 0.638, -1.314], [1.264, 0.127, 1.422]]}

{"formula": "CH2ClO3S", "method": "ωB97M-V/def2-TZVPD", "charge": -1, "e_tot_ha": -1123.36688, "gap_ev": [7.179, 8.308], "homo_ev": [-3.68, -4.72], "relative_energy_kj_mol": 253.7, "max_force_ev_per_a": 3.86, "symbols": ["C", "O", "O", "O", "S", "Cl", "H", "H"], "xyz": [[1.630179, 0.809837, 0.597064], [-1.554611, -2.068441, -0.773754], [-2.037307, 0.304440, -1.282936], [-0.769558, -0.205762, 0.765686], [-1.782195, -0.712695, -0.237008], [2.020551, -0.348829, -0.600461], [1.360038, 1.760787, 0.134606], [1.132902, 0.460665, 1.396802]], "forces_ev_per_a": [[1.406, 1.566, -3.231], [0.138, 0.270, 0.358], [-0.102, -0.337, 0.249], [-1.268, -0.953, -0.742], [0.775, 0.937, 0.206], [0.289, -0.135, 0.090], [0.137, -0.219, 0.441], [-1.375, -1.129, 2.630]]}

{"formula": "C5H6N2O", "method": "ωB97M-V/def2-TZVPD", "e_tot_ha": -378.79586, "smiles": "CC1=NC(=O)[C@@H]2CN12", "gap_ev": 10.568, "homo_ev": -9.96, "relative_energy_kj_mol": 197.1, "max_force_ev_per_a": 3.94, "symbols": ["C", "C", "C", "C", "C", "H", "H", "H", "H", "H", "H", "N", "N", "O"], "xyz": [[0.662137, 1.511015, -1.212872], [0.018236, 0.696748, -0.166728], [-0.657064, -0.029299, 1.727801], [-0.736081, -1.100773, 0.759354], [0.355103, -1.542306, -0.258849], [-0.225810, 2.166615, -1.660183], [1.419694, 2.190012, -0.824106], [1.132538, 0.819509, -1.906440], [-1.684987, -1.674776, 0.935780], [0.144028, -2.585711, -0.555192], [1.445785, -1.171416, -0.022412], [-0.004529, 1.161945, 1.005731], [-0.638776, -0.497223, -0.611429], [-1.230275, 0.055660, 2.789544]], "forces_ev_per_a": [[-1.509, 1.210, -1.219], [0.553, 2.696, -2.035], [-0.224, 3.409, 1.079], [-1.615, -2.220, -1.594], [0.217, 0.386, 2.316], [2.090, -1.468, 0.359], [-0.235, -0.077, 0.166], [-0.219, 0.321, -0.686], [1.400, -0.029, -0.378], [0.549, 0.902, -0.489], [-2.251, -1.061, -0.615], [-1.063, -3.127, 2.145], [1.205, -0.499, 2.051], [1.101, -0.442, -1.100]]}

{"formula": "C5H10N2S", "method": "ωB97M-V/def2-TZVPD", "e_tot_ha": -704.20444, "smiles": "[H]/N=C1/NCC[C@@]1(C)S", "gap_ev": 9.835, "homo_ev": -9.09, "relative_energy_kj_mol": 50.9, "max_force_ev_per_a": 2.16, "symbols": ["C", "C", "C", "C", "C", "H", "H", "H", "H", "H", "H", "H", "H", "H", "H", "N", "N", "S"], "xyz": [[1.371471, -1.339868, -0.027876], [0.375202, -0.253990, 0.254934], [0.957988, 1.160668, 0.344651], [0.742548, 1.837935, -0.991527], [-0.620721, -0.111594, -0.864083], [2.116205, -1.353322, 0.769483], [0.886458, -2.295513, -0.124434], [1.783652, -1.157153, -0.965049], [0.200810, -1.013826, 2.719941], [1.983965, 1.071461, 0.668212], [0.509981, 1.702355, 1.197284], [1.605541, 1.706535, -1.668288], [0.529406, 2.892283, -0.856625], [-0.642467, 1.327866, -2.397744], [-1.535134, -1.724321, -0.757401], [-0.471284, 1.189804, -1.409088], [-1.455039, -0.909693, -1.332346], [-0.682069, -0.679754, 1.769254]], "forces_ev_per_a": [[-0.525, -0.139, 1.306], [-1.127, 0.415, 1.523], [0.720, -0.025, 1.815], [0.127, -0.084, 0.643], [0.313, 1.905, -0.978], [0.109, -0.179, -0.228], [-0.221, -0.444, 0.270], [1.279, 0.443, -1.649], [0.450, 0.071, -0.315], [0.636, 0.132, -0.264], [-0.257, -0.123, -0.718], [-0.326, -0.015, 0.076], [0.328, 0.286, -0.067], [-0.649, -0.488, 0.209], [0.047, -0.757, 0.312], [0.198, -0.770, -0.694], [-0.904, -0.367, -0.603], [-0.196, 0.138, -0.637]]}

What did the fifth record say?
{"formula": "C5H6N2O", "method": "ωB97M-V/def2-TZVPD", "e_tot_ha": -378.79586, "smiles": "CC1=NC(=O)[C@@H]2CN12", "gap_ev": 10.568, "homo_ev": -9.96, "relative_energy_kj_mol": 197.1, "max_force_ev_per_a": 3.94, "symbols": ["C", "C", "C", "C", "C", "H", "H", "H", "H", "H", "H", "N", "N", "O"], "xyz": [[0.662137, 1.511015, -1.212872], [0.018236, 0.696748, -0.166728], [-0.657064, -0.029299, 1.727801], [-0.736081, -1.100773, 0.759354], [0.355103, -1.542306, -0.258849], [-0.225810, 2.166615, -1.660183], [1.419694, 2.190012, -0.824106], [1.132538, 0.819509, -1.906440], [-1.684987, -1.674776, 0.935780], [0.144028, -2.585711, -0.555192], [1.445785, -1.171416, -0.022412], [-0.004529, 1.161945, 1.005731], [-0.638776, -0.497223, -0.611429], [-1.230275, 0.055660, 2.789544]], "forces_ev_per_a": [[-1.509, 1.210, -1.219], [0.553, 2.696, -2.035], [-0.224, 3.409, 1.079], [-1.615, -2.220, -1.594], [0.217, 0.386, 2.316], [2.090, -1.468, 0.359], [-0.235, -0.077, 0.166], [-0.219, 0.321, -0.686], [1.400, -0.029, -0.378], [0.549, 0.902, -0.489], [-2.251, -1.061, -0.615], [-1.063, -3.127, 2.145], [1.205, -0.499, 2.051], [1.101, -0.442, -1.100]]}